Density functional theory data (the ωB97M-V functional and the def2-TZVPD basis) for a structure of composition C2H2BO5 at a distorted geometry.

Geometry as XYZ:
```
10
C2H2BO5 the ωB97M-V functional and the def2-TZVPD basis
O -1.264 -0.898 -0.416
B -0.768 0.313 -0.002
C 1.487 -0.526 0.179
O -1.517 1.147 0.868
C 0.717 0.737 -0.227
O 1.200 1.698 -0.844
O 1.230 -0.844 -1.061
H -2.244 0.782 1.488
H -0.864 -1.376 -1.135
O 2.023 -1.034 1.149
```

**Multiplicity**: 1
**E**: -478.59778 hartree
**Frontier orbital gap**: 6.80 eV
**LUMO energy**: 3.323 eV
**HOMO**: -0.1278 hartree
**Total charge**: -1
**Energy relative to the best compared isomer or geometry (same formula, charge and spin)**: 40.8 kcal/mol


Density functional theory data (the ωB97M-V functional and the def2-TZVPD basis) for a structure of composition C2H2Br2ClNO at a distorted geometry.

Geometry as XYZ:
```
9
C2H2Br2ClNO the ωB97M-V functional and the def2-TZVPD basis
H -0.375 2.397 -0.140
Br -2.003 -0.819 -0.182
N -0.021 1.534 0.370
Br 0.891 -1.900 0.722
C 0.661 1.559 1.338
H -0.044 -0.456 -1.318
Cl -0.316 -2.493 -2.208
O 1.407 1.537 2.196
C -0.199 -1.359 -0.779
```

**Multiplicity**: 1
**E**: -5815.59876 hartree
**Frontier orbital gap**: 10.31 eV
**LUMO energy**: 0.003 eV
**HOMO**: -0.3787 hartree
**Energy relative to the best compared isomer or geometry (same formula, charge and spin)**: 0.0 kcal/mol


Density functional theory data (the ωB97M-V functional and the def2-TZVPD basis) for the molecule C2H2Br2F3N at a distorted geometry.

Geometry as XYZ:
```
10
C2H2Br2F3N the ωB97M-V functional and the def2-TZVPD basis
F -1.501 -0.898 -1.756
H 0.443 0.357 -0.913
N -0.103 0.123 -0.139
Br -0.584 -2.811 -0.016
C -1.088 -0.832 -0.354
F -2.196 -0.593 1.664
F -3.269 -1.534 0.063
Br -3.113 1.232 -0.131
C -2.408 -0.561 0.371
H -0.166 1.036 0.311
```

**Multiplicity**: 1
**E**: -5579.77580 hartree
**Frontier orbital gap**: 10.38 eV
**LUMO energy**: -0.167 eV
**HOMO**: -0.3876 hartree
**Energy relative to the best compared isomer or geometry (same formula, charge and spin)**: 2.7 kcal/mol


Density functional theory data (the ωB97M-V functional and the def2-TZVPD basis) for a structure of composition C2H2Br4N2 at a distorted geometry.

Geometry as XYZ:
```
10
C2H2Br4N2 the ωB97M-V functional and the def2-TZVPD basis
C -0.975 -1.487 -0.216
N -0.114 -2.328 -0.456
Br -1.432 -1.191 1.556
H -0.027 -2.808 -1.364
C 1.290 1.247 0.191
Br -0.913 2.548 0.943
Br 2.319 2.706 0.962
H 1.934 0.595 -0.326
Br -2.129 -0.552 -1.439
N 0.048 1.269 0.150
```

**Multiplicity**: 1
**E**: -10482.90125 hartree
**Frontier orbital gap**: 10.17 eV
**LUMO energy**: 0.188 eV
**HOMO**: -0.3669 hartree
**Energy relative to the best compared isomer or geometry (same formula, charge and spin)**: 0.0 kcal/mol